No. 1
11
Properties=species:S:1:pos:R:3:mulliken_charge:R:1 method="wB97M-V/def2-TZVPD" multiplicity=1 energy_ha=-793.9760 homo_lumo_gap_ev="9.78 / 3.17" relative_energy_kj_mol=383.4 max_force_ev_per_a=1.5
C -1.601 -0.006 -0.687 -0.22
I 2.303 -2.690 3.326 -0.01
H 1.184 1.289 -0.687 0.30
H -0.368 -1.335 0.865 0.01
P -0.049 -0.823 -0.387 0.02
H -2.519 -0.519 -0.444 0.39
O -1.775 0.940 -1.610 -0.46
H 2.037 0.154 0.359 0.31
C 1.058 0.574 0.128 -0.94
H -0.934 1.339 -1.871 0.31
H 0.664 1.076 1.007 0.31


No. 2
10
Properties=species:S:1:pos:R:3:mulliken_charge:R:1 method="wB97M-V/def2-TZVPD" multiplicity=1 energy_ha=-189.2509 homo_lumo_gap_ev=8.67 smiles="N/C=C/N" relative_energy_kj_mol=206.5 max_force_ev_per_a=4.7
H -1.791 -1.444 0.493 0.24
H -0.277 -0.613 -1.471 0.30
C 0.124 0.052 -0.741 -0.16
H 1.100 1.268 -1.904 0.25
H 1.573 1.393 -0.391 0.25
H 0.676 0.246 1.312 0.21
N -0.984 -1.217 1.128 -0.56
H -1.227 -0.714 1.973 0.24
C 0.088 -0.336 0.586 -0.21
N 0.718 1.366 -0.983 -0.56


No. 3
10
Properties=species:S:1:pos:R:3:mulliken_charge:R:1 method="wB97M-V/def2-TZVPD" multiplicity=1 energy_ha=-189.2496 homo_lumo_gap_ev=10.05 smiles="[H]/N=C(/C)N" relative_energy_kj_mol=210.0 max_force_ev_per_a=5.0
H -1.027 -0.947 -1.746 0.25
H 1.509 1.066 -0.238 0.26
C 0.086 -0.002 0.003 0.51
H -0.172 0.211 1.964 0.16
H -0.178 1.604 0.916 0.20
N 1.153 0.219 -0.689 -0.61
H -1.861 -0.550 -0.066 0.26
C -0.900 -0.958 -0.590 -0.83
H -0.409 -1.972 -0.427 0.22
N -0.150 0.688 1.135 -0.43


What did the first record say?
11
Properties=species:S:1:pos:R:3:mulliken_charge:R:1 method="wB97M-V/def2-TZVPD" multiplicity=1 energy_ha=-793.9760 homo_lumo_gap_ev="9.78 / 3.17" relative_energy_kj_mol=383.4 max_force_ev_per_a=1.5
C -1.601 -0.006 -0.687 -0.22
I 2.303 -2.690 3.326 -0.01
H 1.184 1.289 -0.687 0.30
H -0.368 -1.335 0.865 0.01
P -0.049 -0.823 -0.387 0.02
H -2.519 -0.519 -0.444 0.39
O -1.775 0.940 -1.610 -0.46
H 2.037 0.154 0.359 0.31
C 1.058 0.574 0.128 -0.94
H -0.934 1.339 -1.871 0.31
H 0.664 1.076 1.007 0.31


Repeat the third record exactly.
10
Properties=species:S:1:pos:R:3:mulliken_charge:R:1 method="wB97M-V/def2-TZVPD" multiplicity=1 energy_ha=-189.2496 homo_lumo_gap_ev=10.05 smiles="[H]/N=C(/C)N" relative_energy_kj_mol=210.0 max_force_ev_per_a=5.0
H -1.027 -0.947 -1.746 0.25
H 1.509 1.066 -0.238 0.26
C 0.086 -0.002 0.003 0.51
H -0.172 0.211 1.964 0.16
H -0.178 1.604 0.916 0.20
N 1.153 0.219 -0.689 -0.61
H -1.861 -0.550 -0.066 0.26
C -0.900 -0.958 -0.590 -0.83
H -0.409 -1.972 -0.427 0.22
N -0.150 0.688 1.135 -0.43